Entry 1:
Here is C2H8ClFeO3P2 as an isolated structure from the OMol25 dataset. Energies are from the ωB97M-V functional and the def2-TZVPD basis.

net charge	+2
LUMO level (alpha / beta)	-11.9 / -13.2	eV
spin multiplicity	6
HOMO energy (alpha / beta)	-15.72 / -15.81	eV
⟨S²⟩	8.78

The geometry in XYZ format:
```
17
C2H8ClFeO3P2, DFT the ωB97M-V functional and the def2-TZVPD basis
O -1.65558 -1.84288 0.38525
P -0.45858 -1.33896 -0.49804
Cl -0.89398 -2.13190 -2.39092
P -0.49721 1.01922 -0.71860
O -0.61912 0.93017 0.94500
C 0.66779 0.92461 1.58131
C 1.72563 0.69533 0.52411
O 1.16853 1.19585 -0.65675
H -1.32340 -2.04606 1.27495
H -0.66510 2.44924 -0.94141
H -1.92237 0.80299 -0.81022
H -0.39791 0.88013 -2.16311
H 0.72330 0.30745 2.46238
H 0.80081 1.94604 1.91392
H 2.06110 -0.33197 0.41423
H 2.62111 1.21322 0.83485
Fe -1.33503 -4.67250 -2.15696
```

How positive or negative is each atom? The Löwdin charges in e answer that: -0.305, 0.644, 0.282, 0.430, -0.328, -0.188, -0.251, -0.269, 0.101, 0.108, 0.040, 0.038, 0.132, 0.135, 0.104, 0.143, 1.182

=====

Entry 2:
Here is a 2-piece molecular cluster, C2H8FN2 overall from the OMol25 dataset. Energies are from the ωB97M-V functional and the def2-TZVPD basis.

net charge	+1
LUMO level	-3.3	eV
HOMO energy	-15.85	eV

The geometry in XYZ format:
```
13
C2H8FN2, DFT the ωB97M-V functional and the def2-TZVPD basis
C 0.87934 -1.74760 -0.11180
C -1.45775 1.76407 0.88504
N -1.02715 1.14322 -0.14116
N 1.03715 -0.31205 -0.52459
F -2.61232 2.18949 1.02235
H 1.61125 -2.44133 -0.45357
H -0.07213 -2.06092 -0.53120
H 1.14328 -1.72570 0.95533
H -1.68608 0.94610 -0.88146
H 1.81344 0.14250 0.07321
H 1.10166 0.04516 -1.53249
H -0.69811 1.97320 1.57990
H -0.03259 0.08386 -0.33956
```

How positive or negative is each atom? The Löwdin charges in e answer that: -0.045, -0.262, 0.118, 0.017, 0.220, 0.077, 0.100, 0.108, 0.105, 0.185, 0.181, 0.133, 0.063

=====

Entry 3:
Here is a 2-piece molecular cluster, C2H8IN2 overall from the OMol25 dataset. Energies are from the ωB97M-V functional and the def2-TZVPD basis.

net charge	+1
LUMO level (alpha / beta)	-3.3 / -6.7	eV
spin multiplicity	3
HOMO energy (alpha / beta)	-11.65 / -13.38	eV
⟨S²⟩	2.01

The geometry in XYZ format:
```
13
C2H8IN2, DFT the ωB97M-V functional and the def2-TZVPD basis
C 1.34925 -1.01056 0.13182
C -0.60147 0.52128 0.34376
N -0.17540 1.68346 -0.26660
N -0.13654 -0.70976 -0.25895
I -3.61603 0.03751 -0.08155
H 1.78036 -1.73663 -0.54450
H 1.70002 -0.00853 0.08893
H 1.43926 -1.54070 1.09639
H -0.61952 0.65271 1.49096
H -0.06192 1.85245 -1.22595
H -0.02831 2.41323 0.41716
H -0.78972 -1.39428 0.11512
H -0.23998 -0.76019 -1.30657
```

How positive or negative is each atom? The Löwdin charges in e answer that: 0.047, -0.408, 0.099, -0.015, 0.309, 0.095, 0.075, 0.114, 0.161, 0.094, 0.114, 0.119, 0.196

=====

Entry 4:
Here is C2H8IN2O as an isolated structure from the OMol25 dataset. Energies are from the ωB97M-V functional and the def2-TZVPD basis.

net charge	+1
LUMO level	-4.6	eV
HOMO energy	-13.55	eV

The geometry in XYZ format:
```
14
C2H8IN2O, DFT the ωB97M-V functional and the def2-TZVPD basis
C 0.52169 -1.91358 -0.15410
C -0.33615 0.35931 -0.02425
N -0.20180 0.71974 -1.28695
N 0.03221 1.37584 1.11103
O 0.74100 -0.68733 0.46477
I -1.87786 1.63806 -2.10797
H 1.22662 -2.48728 0.27652
H 0.48156 -2.09028 -1.20831
H -0.32511 -2.29078 0.38129
H -1.35190 -0.03073 0.40271
H 0.63803 0.70185 -1.85515
H 0.89535 0.87603 1.44416
H -0.71595 1.52125 1.69420
H 0.27231 2.30790 0.86206
```

How positive or negative is each atom? The Löwdin charges in e answer that: -0.099, -0.478, -0.419, 0.251, -0.162, 0.916, 0.065, 0.103, 0.097, 0.177, 0.097, 0.183, 0.119, 0.149

=====

Entry 5:
Here is a 2-piece molecular cluster, C2H8IN2S overall from the OMol25 dataset. Energies are from the ωB97M-V functional and the def2-TZVPD basis.

net charge	+1
LUMO level	-4.2	eV
HOMO energy	-12.87	eV

The geometry in XYZ format:
```
14
C2H8IN2S, DFT the ωB97M-V functional and the def2-TZVPD basis
C -2.00901 -1.01242 -1.00990
C -0.48149 0.40133 0.68129
N 1.98376 0.35357 -0.55086
N 0.20112 0.91965 1.67861
S -1.00555 -1.11410 0.60269
I 2.85612 -0.79633 0.79026
H -1.87250 -1.97835 -1.53354
H -1.72927 -0.10193 -1.54260
H -3.09155 -0.98893 -0.70034
H -0.54216 1.04023 -0.20993
H 2.08578 0.06579 -1.54539
H 2.50690 1.24331 -0.54010
H 0.41314 0.26600 2.43274
H 0.68471 1.70217 1.44706
```

How positive or negative is each atom? The Löwdin charges in e answer that: -0.242, -0.613, -0.593, 0.088, 1.010, 0.857, 0.058, 0.045, 0.067, 0.110, 0.028, -0.001, 0.107, 0.079

=====

Entry 6:
Here is a 3-piece molecular cluster, C2H8IN4O2 overall from the OMol25 dataset. Energies are from the ωB97M-V functional and the def2-TZVPD basis.

net charge	0
LUMO level (alpha / beta)	0.2 / -4.7	eV
spin multiplicity	2
HOMO energy (alpha / beta)	-9.73 / -9.73	eV
⟨S²⟩	0.75

The geometry in XYZ format:
```
17
C2H8IN4O2, DFT the ωB97M-V functional and the def2-TZVPD basis
I 0.02628 -3.00189 0.64775
C -2.16827 0.37022 -1.09709
O -2.65006 1.37971 -1.51677
N -1.26886 -0.41461 -1.65213
N -2.43236 -0.13085 0.09248
H -1.21203 -1.34106 -1.25394
H -0.89537 -0.28220 -2.58116
H -3.03034 0.35140 0.74820
H -1.89433 -0.90600 0.45270
C 2.40195 0.74700 0.70401
O 3.30449 1.55531 0.75860
N 2.10571 -0.18915 1.61038
N 1.43973 0.91940 -0.15256
H 2.61972 -0.14705 2.47878
H 1.50283 -0.98738 1.47086
H 0.65062 0.30221 -0.02416
H 1.50031 1.77493 -0.68595
```

How positive or negative is each atom? The Löwdin charges in e answer that: 0.443, -0.788, 0.071, 0.135, 0.142, -0.016, 0.124, 0.121, -0.013, -0.771, 0.036, 0.133, 0.162, 0.112, -0.082, 0.063, 0.129

=====

Entry 7:
Here is C2H8InO2 as an isolated structure from the OMol25 dataset. Energies are from the ωB97M-V functional and the def2-TZVPD basis.

net charge	+2
LUMO level (alpha / beta)	-8.5 / -14.8	eV
spin multiplicity	2
HOMO energy (alpha / beta)	-19.66 / -17.32	eV
⟨S²⟩	0.75

The geometry in XYZ format:
```
13
C2H8InO2, DFT the ωB97M-V functional and the def2-TZVPD basis
In -6.58918 1.04050 26.10294
C -4.41747 4.39574 26.76483
O -5.64165 3.86687 26.29407
H -4.52448 5.39659 27.18309
H -4.04994 3.75173 27.56375
H -3.60906 4.35406 26.03488
H -6.05165 4.56717 25.78116
C -8.44755 0.45365 22.54058
O -7.31749 0.25102 23.32658
H -8.89179 -0.46356 22.15395
H -9.18896 1.01373 23.11041
H -8.24479 1.00901 21.62485
H -6.60666 -0.05800 22.76017
```

How positive or negative is each atom? The Löwdin charges in e answer that: 1.193, -0.057, -0.144, 0.127, 0.107, 0.127, 0.118, -0.008, -0.046, 0.165, 0.124, 0.150, 0.144

=====

Entry 8:
Here is a 2-piece molecular cluster, C2H8N overall from the OMol25 dataset. Energies are from the ωB97M-V functional and the def2-TZVPD basis.

net charge	+1
LUMO level	-4.2	eV
HOMO energy	-14.05	eV

The geometry in XYZ format:
```
11
C2H8N, DFT the ωB97M-V functional and the def2-TZVPD basis
N -0.19258 -0.29699 -1.51770
H -0.59864 -0.98326 -2.22657
H -0.29344 0.62511 -1.85757
H -0.56983 -0.33129 -0.53886
H 0.78124 -0.50548 -1.35763
C 0.50003 -0.29268 1.15465
C -0.31347 0.81538 1.25845
H 0.12292 -1.30481 1.12970
H 1.59750 -0.32664 1.19035
H -1.07273 0.89761 2.01628
H 0.03900 1.70306 0.74889
```

How positive or negative is each atom? The Löwdin charges in e answer that: 0.286, 0.196, 0.128, 0.084, 0.132, -0.087, -0.028, 0.062, 0.086, 0.078, 0.062

=====

Entry 9:
Here is an isolated ion of composition C2H8N2 and charge -1 from the OMol25 dataset. Energies are from the ωB97M-V functional and the def2-TZVPD basis.

net charge	-1
LUMO level (alpha / beta)	4.7 / 4.7	eV
spin multiplicity	2
HOMO energy (alpha / beta)	1.48 / -4.95	eV
⟨S²⟩	0.75

The geometry in XYZ format:
```
12
C2H8N2, DFT the ωB97M-V functional and the def2-TZVPD basis
N 0.88117 -0.37134 -1.67116
C 0.78731 -0.34380 -0.22597
C -0.43977 0.40367 0.28144
N -0.64917 0.24391 1.71397
H 0.48240 0.44586 -2.11698
H 0.47841 -1.20663 -2.06173
H 1.66294 0.12066 0.22875
H 0.77372 -1.36773 0.15589
H -0.28903 1.46622 0.06906
H -1.30927 0.07683 -0.30839
H -1.11595 1.08083 2.05758
H -1.26276 -0.54847 1.87754
```

How positive or negative is each atom? The Löwdin charges in e answer that: -0.051, -0.403, -0.664, -0.087, 0.027, 0.021, 0.083, 0.085, 0.038, 0.016, -0.042, -0.022

=====

The records above give, respectively, max |F| values of 4.40, 4.68, 2.52, 5.35, 4.64, 4.32, 1.77, 2.81, 0.86 eV/A.